--- a ---
Formula: C6H40N2O12
Source: the Open Molecules 2025 dataset
Level of theory: ωB97M-V/def2-TZVPD

The geometry in XYZ format:
```
60
C6H40N2O12, DFT ωB97M-V/def2-TZVPD
C 2.169 -1.291 -1.281
C 0.887 -2.068 -1.052
C -0.465 -1.318 -1.297
C -0.457 -0.191 -2.244
C -0.597 1.270 -1.846
N -1.891 1.592 -1.186
C -1.863 2.771 -0.296
N -3.263 2.908 0.122
H 3.101 -1.951 -1.460
H 1.994 -0.733 -2.200
H 2.368 -0.407 -0.670
H 0.868 -2.835 -1.854
H 0.928 -2.527 -0.076
H -0.921 -1.111 -0.340
H -1.108 -2.134 -1.652
H 0.417 -0.192 -2.985
H -1.367 -0.295 -2.859
H -0.729 2.055 -2.708
H 0.231 1.820 -1.304
H -2.120 0.682 -0.690
H -1.251 2.612 0.578
H -1.525 3.621 -0.867
H -3.937 2.459 -0.454
H -3.358 2.548 1.112
H 0.346 1.992 1.893
H 1.433 2.994 2.168
O 1.184 2.304 1.494
H -0.656 -2.065 2.081
H -0.885 -3.369 1.402
O -1.467 -2.650 1.804
H 3.781 -2.570 0.803
H 2.304 -2.713 0.740
O 3.152 -3.321 0.797
H 2.223 3.622 -1.623
H 1.505 3.623 -0.297
O 2.345 3.551 -0.668
H 2.415 1.830 -2.400
H 3.388 0.779 -2.930
O 3.037 1.657 -3.148
H -2.386 -1.313 1.261
H -3.011 -0.708 2.631
O -2.892 -0.540 1.715
H 1.547 0.085 1.995
H 2.551 -0.643 0.990
O 2.122 -0.706 1.904
H -3.182 -3.197 -1.704
H -3.322 -2.295 -0.521
O -3.658 -3.086 -0.899
H -3.787 -0.500 0.161
H -4.555 -0.107 -1.071
O -3.758 -0.538 -0.806
H 1.580 -1.739 3.203
H 0.511 -2.050 4.359
O 0.639 -1.843 3.391
H -0.297 0.005 3.707
H -1.369 0.646 2.601
O -0.598 0.689 3.099
H 3.298 2.171 -0.331
H 4.629 1.491 -0.065
O 3.720 1.229 -0.227
```

Gap between HOMO and LUMO in eV: 8.58
HOMO energy in hartree: -0.3157
Charge: 0
LUMO in eV: -0.012


--- b ---
Formula: C6H40N2O12
Source: the Open Molecules 2025 dataset
Level of theory: ωB97M-V/def2-TZVPD

The geometry in XYZ format:
```
60
C6H40N2O12, DFT ωB97M-V/def2-TZVPD
C -0.613 1.504 0.364
N -1.152 0.403 -0.427
C -0.047 -0.565 -0.702
C -0.485 -2.017 -0.681
N 0.659 -2.836 -0.158
C -1.672 2.390 1.057
C -0.404 2.697 3.300
C -1.681 2.261 2.562
H 0.147 1.265 1.128
H -0.089 2.189 -0.309
H -1.867 -0.048 0.128
H 0.875 -0.389 -0.160
H 0.275 -0.334 -1.728
H -1.422 -2.278 -0.189
H -0.588 -2.348 -1.721
H 0.324 -3.745 0.166
H 0.852 -2.495 0.793
H -1.646 3.422 0.719
H -2.637 1.906 0.814
H 0.039 3.585 2.837
H -0.620 2.959 4.337
H 0.267 1.845 3.346
H -2.554 2.748 2.999
H -1.810 1.201 2.840
H -1.533 -2.777 2.751
H -0.757 -2.968 4.119
O -1.266 -2.376 3.571
H 2.276 -1.081 -4.648
H 2.710 -0.708 -3.226
O 2.165 -0.422 -3.958
H -4.332 0.090 0.260
H -3.360 -0.506 -0.896
O -3.981 -0.653 -0.186
H -3.181 1.350 -1.655
H -4.146 2.145 -2.555
O -4.092 1.653 -1.735
H -3.186 -3.015 0.991
H -3.571 -1.629 1.227
O -3.073 -2.348 1.682
H 0.477 1.497 -2.682
H 1.752 1.441 -3.478
O 1.336 1.924 -2.753
H 2.165 2.279 0.111
H 2.304 2.832 -1.327
O 2.546 3.000 -0.404
H 2.918 -0.714 1.853
H 3.047 -1.520 3.247
O 3.046 -1.565 2.292
H -1.124 1.338 -4.778
H -1.631 1.632 -3.182
O -1.739 1.267 -4.055
H 4.300 -2.622 1.100
H 3.350 -3.374 0.148
O 4.247 -3.045 0.237
H 2.144 -2.246 -1.142
H 3.645 -2.304 -1.375
O 2.884 -1.721 -1.526
H 3.089 -0.055 -0.163
H 3.496 1.300 0.252
O 2.925 0.581 0.563
```

Gap between HOMO and LUMO in eV: 9.89
HOMO energy in hartree: -0.3548
Charge: 0
LUMO in eV: 0.236


Which structure is the least stable? The one labeled a.


--- a ---
Formula: C13H20N2
Source: the Open Molecules 2025 dataset
Level of theory: ωB97M-V/def2-TZVPD

The geometry in XYZ format:
```
35
C13H20N2, DFT ωB97M-V/def2-TZVPD
C 0.538 -1.150 -2.697
C 1.092 -1.613 -1.235
C 0.123 -1.688 0.986
C -1.239 -1.289 1.735
C -2.561 -0.921 0.957
C -2.556 0.543 0.595
C -1.459 0.978 -0.363
C -0.117 1.470 0.204
C 0.139 2.701 0.749
C 1.302 3.012 1.295
C 2.200 2.002 1.564
C 2.033 0.634 1.149
C 0.920 0.386 0.302
H 1.403 -0.105 -4.141
H 2.608 -1.077 -3.271
H -0.292 -0.356 -2.510
H 0.168 -2.052 -3.185
H 2.156 -1.289 -1.161
H 1.047 -2.743 -1.230
H 0.108 -2.833 0.879
H 0.897 -1.664 1.886
H -1.087 -0.332 2.405
H -1.492 -2.173 2.363
H -2.636 -1.517 0.066
H -3.449 -1.081 1.493
H -2.538 1.177 1.471
H -3.459 0.768 0.042
H -1.454 0.249 -1.185
H -1.736 1.884 -0.922
H -0.452 3.449 0.419
H 1.498 4.063 1.503
H 3.201 2.151 2.022
H 2.842 -0.154 1.258
N 1.715 -0.548 -3.339
N 0.535 -0.879 -0.108
```

Gap between HOMO and LUMO in eV: 8.94
HOMO energy in hartree: -0.2916
Charge: 0
LUMO in eV: 1.009
SMILES: NCCN1CCCCCc2ccccc21


--- b ---
Formula: C13H20N2
Source: the Open Molecules 2025 dataset
Level of theory: ωB97M-V/def2-TZVPD

The geometry in XYZ format:
```
35
C13H20N2, DFT ωB97M-V/def2-TZVPD
C -2.280 2.021 0.034
C 2.333 -0.294 -0.832
C 1.370 -1.833 0.886
C 1.964 0.511 1.507
C -0.062 -0.981 -0.970
C 0.527 1.361 -0.343
C -0.440 -0.174 1.361
C 1.350 -1.438 -0.590
C 1.941 0.904 0.031
C 0.975 -0.630 1.742
C -0.429 0.208 -0.102
C -3.189 -0.226 -0.161
C -2.148 0.767 -0.651
N -2.327 3.014 0.604
N -2.213 0.930 -2.067
H 3.348 -0.615 -0.587
H 2.321 -0.011 -1.888
H 0.674 -2.658 1.059
H 2.370 -2.177 1.162
H 2.970 0.197 1.794
H 1.692 1.372 2.121
H -0.079 -0.712 -2.031
H -0.764 -1.803 -0.816
H 0.246 2.220 0.268
H 0.511 1.674 -1.390
H -1.140 -0.990 1.548
H -0.735 0.681 1.972
H 1.629 -2.300 -1.206
H 2.645 1.725 -0.143
H 0.988 -0.915 2.800
H -3.230 -0.243 0.924
H -2.973 -1.226 -0.529
H -4.165 0.076 -0.538
H -1.477 1.530 -2.424
H -2.203 0.037 -2.543
```

Gap between HOMO and LUMO in eV: 9.38
HOMO energy in hartree: -0.3217
Charge: 0
LUMO in eV: 0.627
SMILES: C[C@@](N)(C#N)[C@]12C[C@H]3C[C@H](C[C@H](C3)C1)C2


Which structure is the least stable? The one labeled a.


--- a ---
Formula: C2H11NO4
Source: the Open Molecules 2025 dataset
Level of theory: ωB97M-V/def2-TZVPD

The geometry in XYZ format:
```
18
C2H11NO4, DFT ωB97M-V/def2-TZVPD
O 0.237 1.458 -1.322
C -0.082 0.296 -1.305
C 0.872 -0.821 -1.533
N 0.458 -2.190 -1.271
H -1.158 0.126 -1.561
H 1.778 -0.624 -0.948
H 1.163 -0.694 -2.590
H 0.831 -2.773 -2.018
H -0.548 -2.327 -1.272
H 1.280 3.103 1.352
H 0.125 2.564 0.432
O 0.395 2.737 1.328
H -1.736 -1.609 0.576
H -1.473 -0.320 1.417
O -1.753 -0.636 0.528
H 0.394 0.005 2.788
H -0.308 1.290 2.513
O -0.476 0.415 2.888
```

2S+1: 2
<S²>: 0.757
Gap between HOMO and LUMO (spin up / spin down) in eV: 9.06 / 5.14
HOMO energy (spin up / spin down) in hartree: -0.5513 / -0.5489
Charge: +1
LUMO (spin up / spin down) in eV: -5.943 / -9.795


--- b ---
Formula: C2H11NO4
Source: the Open Molecules 2025 dataset
Level of theory: ωB97M-V/def2-TZVPD

The geometry in XYZ format:
```
18
C2H11NO4, DFT ωB97M-V/def2-TZVPD
O 1.231 -2.019 1.863
C 0.899 -2.173 0.703
C 0.374 -0.910 0.009
N 0.013 0.238 0.869
H 0.850 -3.102 0.109
H 0.805 -0.488 -0.895
H -0.586 -1.241 -0.528
H -0.670 -0.011 1.543
H 0.798 0.664 1.332
H 2.577 -2.607 -3.247
H 1.380 -2.130 -3.782
O 2.084 -1.727 -3.348
H 0.188 3.940 -0.176
H 0.146 2.513 0.600
O 0.251 3.455 0.668
H -3.882 1.182 1.779
H -2.954 2.602 1.400
O -3.503 1.814 1.098
```

2S+1: 2
<S²>: 0.757
Gap between HOMO and LUMO (spin up / spin down) in eV: 9.64 / 4.67
HOMO energy (spin up / spin down) in hartree: -0.5340 / -0.5326
Charge: +1
LUMO (spin up / spin down) in eV: -4.889 / -9.823


Which structure is the least stable? The one labeled b.


--- a ---
Formula: C2H7N2O
Source: the Open Molecules 2025 dataset
Level of theory: ωB97M-V/def2-TZVPD

The geometry in XYZ format:
```
12
C2H7N2O, DFT ωB97M-V/def2-TZVPD
C 0.909 0.141 0.357
C 0.219 1.015 -0.660
N -2.270 -1.096 0.024
N -2.597 0.230 -0.391
O -3.159 0.763 0.601
H 0.870 0.668 1.215
H 0.248 -0.657 0.459
H 1.919 -0.133 -0.045
H 0.486 1.989 -0.763
H 0.120 0.555 -1.776
H -2.173 -1.246 0.992
H -1.587 -1.419 -0.624
```

Gap between HOMO and LUMO (spin up / spin down) in eV: 5.08 / 6.66
HOMO energy (spin up / spin down) in hartree: -0.0146 / -0.0735
Charge: -1
LUMO (spin up / spin down) in eV: 4.683 / 4.664


--- b ---
Formula: C2H7N2O
Source: the Open Molecules 2025 dataset
Level of theory: ωB97M-V/def2-TZVPD

The geometry in XYZ format:
```
12
C2H7N2O, DFT ωB97M-V/def2-TZVPD
C -1.893 -0.445 0.209
O -1.613 0.804 -0.363
H -1.576 -0.518 1.246
H -1.450 -1.266 -0.365
H -2.988 -0.593 0.177
N 1.812 -0.558 -0.769
C 1.232 0.661 -0.323
N 1.242 0.746 0.990
H 2.361 -0.470 -1.604
H 2.289 -1.049 -0.011
H -0.626 0.935 -0.333
H 1.212 1.753 1.147
```

Gap between HOMO and LUMO in eV: 6.55
HOMO energy in hartree: -0.0764
Charge: -1
LUMO in eV: 4.471


Which structure is the least stable? The one labeled a.


--- a ---
Formula: C4H9O3
Source: the Open Molecules 2025 dataset
Level of theory: ωB97M-V/def2-TZVPD

The geometry in XYZ format:
```
16
C4H9O3, DFT ωB97M-V/def2-TZVPD
C 1.903 -1.045 -1.380
C 1.879 0.406 -0.884
O 0.567 -1.478 -1.688
H 2.455 -1.163 -2.354
H 2.359 -1.634 -0.604
H 0.968 1.002 -1.184
H -0.020 -0.760 -1.438
H 2.668 1.072 -1.219
H 1.914 0.388 0.196
C -2.348 -0.081 1.298
C -1.622 1.201 1.865
O -0.948 1.819 1.016
O -2.038 1.561 2.983
H -2.164 -0.442 0.282
H -3.396 0.172 1.213
H -2.179 -1.020 1.899
```

Gap between HOMO and LUMO in eV: 7.53
HOMO energy in hartree: -0.1466
Charge: -1
LUMO in eV: 3.541


--- b ---
Formula: C4H9O3
Source: the Open Molecules 2025 dataset
Level of theory: ωB97M-V/def2-TZVPD

The geometry in XYZ format:
```
16
C4H9O3, DFT ωB97M-V/def2-TZVPD
C -1.649 0.755 1.767
C -0.545 1.447 1.010
O -2.939 1.145 1.133
H -1.608 -0.303 1.537
H -1.869 1.173 2.746
H 0.288 1.725 1.689
H -2.731 1.203 0.187
H -0.890 2.442 0.699
H -0.075 0.854 0.219
C 2.019 -2.004 -1.327
C 1.306 -0.763 -1.868
O 1.115 0.240 -1.142
O 0.950 -0.894 -3.061
H 2.069 -2.051 -0.248
H 3.045 -2.047 -1.701
H 1.513 -2.922 -1.641
```

Gap between HOMO and LUMO in eV: 7.81
HOMO energy in hartree: -0.1482
Charge: -1
LUMO in eV: 3.779


--- c ---
Formula: C4H9O3
Source: the Open Molecules 2025 dataset
Level of theory: ωB97M-V/def2-TZVPD

The geometry in XYZ format:
```
16
C4H9O3, DFT ωB97M-V/def2-TZVPD
C 1.325 -0.866 0.036
C 1.563 0.558 -0.397
O 1.950 -1.154 1.330
H 0.228 -1.184 0.211
H 1.709 -1.706 -0.590
H 1.552 0.654 -1.479
H 1.714 -0.318 1.771
H 2.399 1.119 -0.107
H 0.828 1.124 0.210
C -1.803 0.428 -0.838
C -1.989 0.080 0.829
O -1.460 0.916 1.585
O -2.723 -0.903 0.902
H -1.350 -0.420 -1.343
H -1.068 1.232 -0.999
H -2.874 0.439 -1.122
```

Gap between HOMO and LUMO in eV: 7.43
HOMO energy in hartree: -0.1328
Charge: -1
LUMO in eV: 3.816


Which structure is the least stable? The one labeled c.


--- a ---
Formula: C3H3O4
Source: the Open Molecules 2025 dataset
Level of theory: ωB97M-V/def2-TZVPD

The geometry in XYZ format:
```
10
C3H3O4, DFT ωB97M-V/def2-TZVPD
C 1.108 -0.899 -0.356
C 0.060 0.240 -0.497
C -0.843 0.337 0.818
O 2.278 -0.488 -0.426
O 0.681 -2.053 -0.096
O -0.604 0.743 -1.574
O 0.494 1.405 -1.107
H -1.526 -0.400 0.521
H -1.330 1.256 1.047
H -0.319 -0.141 1.669
```

Gap between HOMO and LUMO in eV: 8.66
HOMO energy in hartree: -0.1659
Charge: -1
LUMO in eV: 4.150
SMILES: CC1(C(=O)[O-])OO1


--- b ---
Formula: C3H3O4
Source: the Open Molecules 2025 dataset
Level of theory: ωB97M-V/def2-TZVPD

The geometry in XYZ format:
```
10
C3H3O4, DFT ωB97M-V/def2-TZVPD
C 0.358 0.391 -0.093
C -0.804 -0.296 0.015
C -2.273 0.265 -0.020
O -2.300 1.477 0.070
O -3.063 -0.671 -0.034
O 1.644 -0.302 0.006
O -0.860 -1.683 0.055
H 0.493 1.496 -0.205
H 1.500 -1.326 -0.144
H -1.919 -1.705 -0.061
```

Gap between HOMO and LUMO in eV: 7.82
HOMO energy in hartree: -0.1414
Charge: -1
LUMO in eV: 3.975
SMILES: O=C([O-])/C(O)=C/O


Which structure is the least stable? The one labeled a.